Record 1
A structure of composition C18H28N2O3S. Source: OMol25; level of theory: the ωB97M-V functional and the def2-TZVPD basis.

As for the gap between HOMO and LUMO: 8.70 eV. The LUMO energy is 0.337 eV. As for the net charge: 0. The value obtained for the energy above the lowest of the compared OMol25 structures with the same formula, charge and spin is 442.99 kcal/mol.

Each line ends with the Löwdin charge.
Geometry (Å):
1 C -0.60 -3.52 0.19  -0.444
2 H -0.83 -3.91 -0.86  0.059
3 H -0.11 -4.25 0.69  -0.010
4 H -1.41 -3.05 0.58  0.001
5 S 0.73 -2.53 -0.38  0.793
6 C 1.12 -2.01 1.53  -0.299
7 C 0.12 -1.12 2.38  -0.018
8 C 0.13 0.45 1.50  -0.157
9 N -0.58 0.49 0.25  0.067
10 C -1.65 1.10 0.16  -0.308
11 O -2.19 2.09 1.04  -0.115
12 C -2.41 1.03 -1.31  -0.274
13 C -3.55 1.61 -1.49  -0.260
14 C -4.69 1.39 -0.45  -0.085
15 C -5.03 -0.19 -0.86  -0.260
16 C -6.21 -0.68 0.32  -0.027
17 H -5.80 -0.70 1.29  0.033
18 H -6.41 -1.75 0.10  0.062
19 H -6.94 0.04 -0.03  0.054
20 C -3.78 -0.96 -0.41  -0.137
21 C -2.70 -0.54 -1.56  -0.065
22 H -1.89 -1.07 -1.21  0.040
23 H -3.01 -0.52 -2.44  0.038
24 H -3.48 -0.84 0.68  0.144
25 H -3.97 -1.89 -0.94  0.108
26 H -5.27 -0.28 -1.78  0.054
27 H -4.41 1.26 0.55  0.074
28 H -5.56 2.06 -0.71  0.131
29 H -3.42 2.79 -1.01  0.201
30 H -3.85 1.72 -2.35  0.045
31 H -1.55 1.37 -2.00  0.174
32 H -0.27 -0.26 -0.45  0.117
33 H -0.40 1.11 2.32  0.194
34 C 1.55 0.88 1.55  -0.407
35 O 2.31 0.81 2.50  0.078
36 N 1.92 1.85 0.47  0.043
37 H 1.23 1.65 -0.49  0.238
38 C 3.24 2.06 0.38  -0.169
39 C 3.92 0.98 -0.60  -0.273
40 C 4.53 -0.01 -0.06  -0.056
41 C 5.06 -0.98 -1.14  0.084
42 C 4.31 -0.18 -2.12  -0.302
43 O 3.71 0.82 -1.93  0.129
44 H 4.40 -0.60 -3.38  0.193
45 H 5.44 -1.75 -1.39  -0.036
46 H 5.06 -0.40 0.85  0.144
47 H 3.31 2.84 -0.45  0.152
48 H 3.88 2.08 1.10  0.066
49 H 0.59 -0.82 3.14  0.008
50 H -0.93 -1.35 2.27  0.097
51 H 1.31 -2.81 1.97  -0.037
52 H 2.18 -1.41 1.34  0.119

=====

Record 2
A cluster of 2 separate species, C18H28N2O8S in total. Source: OMol25; level of theory: the ωB97M-V functional and the def2-TZVPD basis.

As for the gap between HOMO and LUMO: 8.93 eV. The LUMO energy is 0.444 eV. As for the net charge: 0.

Each line ends with the Löwdin charge.
Geometry (Å):
1 O 0.43 5.95 -2.55  -0.056
2 C -0.66 5.77 -1.64  -0.184
3 C -0.78 4.28 -1.30  -0.276
4 O -0.88 3.56 -2.55  -0.133
5 C -1.04 2.14 -2.42  -0.529
6 S 0.52 1.43 -1.76  0.864
7 C -2.27 1.79 -1.57  -0.301
8 O -2.44 0.36 -1.46  -0.026
9 C -2.17 2.49 -0.20  -0.279
10 O -3.36 2.30 0.58  -0.003
11 C -2.01 4.01 -0.41  -0.262
12 O -1.87 4.63 0.88  -0.011
13 H 0.33 5.30 -3.27  0.092
14 H -1.59 6.13 -2.10  0.130
15 H -0.48 6.36 -0.73  0.127
16 H 0.12 3.98 -0.76  0.141
17 H -1.20 1.72 -3.42  0.124
18 H 1.40 2.25 -2.37  -0.096
19 H -3.15 2.18 -2.08  0.168
20 H -1.71 -0.09 -0.98  0.044
21 H -1.31 2.11 0.34  0.136
22 H -3.30 2.86 1.38  0.098
23 H -2.91 4.39 -0.91  0.167
24 H -1.84 5.60 0.80  0.101
25 C 1.82 -2.63 -2.82  -0.053
26 N 0.55 -2.37 -2.13  0.052
27 C 0.39 -1.86 -0.90  -0.474
28 O -0.75 -1.62 -0.50  0.023
29 C 1.60 -1.53 -0.01  -0.209
30 C 2.22 -2.79 0.63  -0.089
31 C 1.25 -3.66 1.40  -0.222
32 C 0.98 -3.39 2.76  -0.026
33 C 0.07 -4.19 3.48  -0.010
34 C -0.57 -5.27 2.84  -0.313
35 O -1.45 -6.05 3.52  0.051
36 C -0.29 -5.56 1.48  0.002
37 C 0.61 -4.75 0.77  -0.024
38 N 1.21 -0.58 1.04  0.102
39 C 2.02 0.32 1.59  -0.570
40 C 1.40 1.27 2.57  0.012
41 O 3.21 0.39 1.33  0.039
42 H 2.31 -3.51 -2.41  0.075
43 H 2.48 -1.77 -2.74  0.086
44 H 1.62 -2.81 -3.88  0.090
45 H -0.31 -2.54 -2.63  0.153
46 H 2.36 -1.06 -0.63  0.133
47 H 2.68 -3.39 -0.15  0.105
48 H 3.02 -2.48 1.30  0.125
49 H 1.47 -2.55 3.24  0.108
50 H -0.14 -3.97 4.51  0.104
51 H -1.61 -5.70 4.40  0.100
52 H -0.79 -6.39 1.01  0.110
53 H 0.82 -4.97 -0.27  0.106
54 H 0.23 -0.58 1.29  0.142
55 H 0.67 1.90 2.05  0.070
56 H 0.91 0.71 3.37  0.081
57 H 2.18 1.90 2.99  0.086

=====

Record 3
A structure of composition C18H28N4S2Ti. Source: OMol25; level of theory: the ωB97M-V functional and the def2-TZVPD basis.

As for the gap between HOMO and LUMO (alpha / beta): 6.36 / 6.65 eV. As for the spin multiplicity: 2. The LUMO energy (alpha / beta) is -10.726 / -10.446 eV. As for the net charge: +3. Its expectation value of S² is 0.754.

Each line ends with the Löwdin charge.
Geometry (Å):
1 Ti -0.09 0.15 0.56  0.853
2 S 2.02 -0.87 0.20  0.918
3 S -1.29 1.54 2.26  0.902
4 C 3.14 -0.90 1.65  -0.255
5 C 2.64 0.61 -0.75  -0.335
6 C 2.36 1.91 -0.02  -0.214
7 N 0.90 2.04 0.28  -0.191
8 C 0.65 3.20 1.20  -0.217
9 C -0.80 3.19 1.62  -0.370
10 H 2.21 0.59 -1.76  0.089
11 H 3.72 0.42 -0.81  0.111
12 H 2.67 2.77 -0.63  0.158
13 H 2.92 1.97 0.93  0.132
14 H 0.88 4.13 0.67  0.157
15 H 1.34 3.12 2.05  0.130
16 H -1.48 3.41 0.80  0.108
17 H -0.99 3.86 2.46  0.111
18 C -0.28 1.53 3.81  -0.251
19 H 0.48 2.33 -0.61  0.122
20 H 0.80 1.61 3.65  0.057
21 H -0.48 0.60 4.37  0.054
22 H -0.63 2.37 4.41  0.080
23 H 2.84 -1.78 2.24  0.068
24 H 3.04 0.01 2.26  0.054
25 H 4.16 -1.03 1.27  0.079
26 C -2.20 2.20 -4.38  -0.074
27 C -2.90 1.08 -4.18  -0.067
28 H -1.25 2.21 -4.94  0.052
29 H -2.58 3.17 -4.05  0.064
30 H -2.56 0.11 -4.58  0.051
31 H -3.86 1.09 -3.65  0.066
32 N -0.34 -2.82 -0.47  0.115
33 C -0.43 -1.92 -1.52  -0.288
34 C -0.24 -2.47 -2.79  0.051
35 C -0.05 -1.61 -3.86  0.040
36 C -0.07 -0.23 -3.62  -0.039
37 C -0.30 0.27 -2.35  -0.116
38 N -0.53 -0.59 -1.29  -0.042
39 C -0.75 -2.76 0.85  -0.275
40 C -0.92 -3.99 1.50  0.048
41 C -1.37 -3.99 2.81  0.033
42 C -1.61 -2.75 3.43  0.004
43 C -1.41 -1.57 2.74  -0.108
44 N -0.93 -1.56 1.46  -0.034
45 H -0.18 -3.78 -0.79  0.160
46 H -0.16 -3.56 -2.87  0.149
47 H 0.13 -2.01 -4.86  0.150
48 H 0.02 0.47 -4.45  0.122
49 H -0.41 1.34 -2.15  0.119
50 H -0.68 -4.90 0.96  0.143
51 H -1.51 -4.91 3.35  0.143
52 H -1.95 -2.69 4.46  0.137
53 H -1.65 -0.60 3.17  0.046

=====

Record 4
A structure of composition C18H28NO4P2Sn. Source: OMol25; level of theory: the ωB97M-V functional and the def2-TZVPD basis.

As for the gap between HOMO and LUMO: 6.05 eV. The LUMO energy is -3.273 eV. As for the net charge: +1. The value obtained for the energy above the lowest of the compared OMol25 structures with the same formula, charge and spin is 0.00 kcal/mol.

Each line ends with the Löwdin charge.
Geometry (Å):
1 Sn 0.06 0.59 0.20  1.013
2 P 2.21 -0.80 0.24  0.698
3 C 2.30 -1.13 -1.49  -0.305
4 C 1.06 -1.38 -2.15  -0.364
5 N -0.12 -0.93 -1.57  -0.049
6 C -1.32 -1.31 -2.06  -0.348
7 C -1.46 -2.22 -3.10  -0.054
8 C -0.30 -2.65 -3.77  -0.056
9 C 0.94 -2.18 -3.34  -0.028
10 C -2.56 -0.75 -1.41  -0.279
11 P -2.38 0.89 -0.62  0.770
12 H 1.85 -2.40 -3.89  0.111
13 H -2.46 -2.56 -3.38  0.117
14 H -0.41 -3.27 -4.66  0.118
15 H -3.36 -0.66 -2.15  0.102
16 H -2.89 -1.43 -0.60  0.109
17 H 3.21 2.75 -4.51  0.046
18 H 3.26 -1.32 -1.99  0.068
19 H -0.57 3.56 -2.03  0.121
20 O 3.67 3.07 -3.71  -0.070
21 H 4.15 2.36 -3.28  0.023
22 H 0.15 2.47 -1.00  -0.041
23 O 0.04 3.49 -1.26  0.126
24 H 0.89 3.99 -1.39  0.179
25 C -2.65 2.07 -1.97  -0.259
26 H -3.67 1.90 -2.35  0.065
27 H -2.63 3.11 -1.61  0.053
28 H -1.97 1.91 -2.81  0.060
29 C -3.84 0.97 0.42  -0.229
30 H -3.67 1.63 1.27  0.053
31 H -4.70 1.35 -0.15  0.058
32 H -4.09 -0.03 0.79  0.063
33 C 1.97 -2.26 1.33  -0.241
34 H 2.88 -2.88 1.37  0.050
35 H 1.73 -1.93 2.36  0.042
36 H 1.15 -2.89 0.96  0.058
37 C 3.67 0.18 0.71  -0.252
38 H 3.56 0.50 1.76  0.056
39 H 4.58 -0.43 0.58  0.057
40 H 3.72 1.04 0.02  0.045
41 O -0.97 1.33 2.63  -0.042
42 C -0.94 0.11 2.79  -0.603
43 O -0.71 -0.74 1.80  -0.206
44 C -1.14 -0.46 4.15  -0.153
45 C -1.09 -1.83 4.40  -0.019
46 C -1.22 -2.29 5.72  -0.064
47 C -1.35 -1.37 6.76  -0.069
48 C -1.41 0.01 6.50  -0.064
49 C -1.29 0.46 5.20  -0.020
50 H -0.98 -2.51 3.56  0.112
51 H -1.20 -3.36 5.92  0.107
52 H -1.45 -1.72 7.79  0.108
53 H -1.54 0.73 7.31  0.111
54 H -1.30 1.52 4.95  0.120

=====

| no. | molecular weight (Da) |
| --- | --- |
| 1 | 352.5 |
| 2 | 432.5 |
| 3 | 412.5 |
| 4 | 503.1 |